(1)
{
  "formula": "C2H6N2O",
  "method": "ωB97M-V with the def2-TZVPD basis set",
  "symbols": ["N", "C", "N", "C", "O", "H", "H", "H", "H", "H", "H"],
  "xyz": [[-0.391, -1.359, -0.114], [-0.323, 0.063, -0.174], [-1.506, 0.767, -0.011], [0.909, 0.480, 0.148], [2.107, -0.203, -0.039], [0.488, -1.857, -0.133], [-1.108, -1.756, 0.476], [-2.216, 0.301, 0.536], [-1.416, 1.761, 0.131], [0.844, 1.602, -0.066], [2.611, 0.201, -0.755]],
  "forces_ev_per_a": [[-1.696, 0.139, -1.279], [0.683, -3.932, 3.218], [0.084, -0.269, -0.913], [0.079, 4.698, -2.444], [-0.536, -0.166, 0.303], [-0.170, 0.375, 0.230], [0.198, -0.040, -0.160], [0.139, 0.247, -0.031], [-0.015, -0.196, 0.150], [1.434, -0.867, 0.828], [-0.199, 0.011, 0.097]],
  "charge": 0,
  "e_above_lowest_kcal_mol": 59.39,
  "homo_ev": -7.47,
  "homo_lumo_gap_ev": 8.31,
  "e_lumo_ha": 0.0308
}

=====

(2)
{
  "formula": "C40H37Br2N10OS2TeZr",
  "method": "ωB97M-V with the def2-TZVPD basis set",
  "symbols": ["Zr", "C", "C", "N", "N", "C", "S", "N", "N", "H", "H", "H", "H", "H", "H", "Br", "C", "C", "C", "Br", "C", "C", "C", "C", "N", "C", "C", "O", "H", "H", "H", "H", "S", "C", "N", "N", "C", "C", "C", "C", "C", "C", "N", "N", "C", "C", "C", "C", "C", "C", "H", "H", "H", "H", "H", "H", "H", "H", "H", "H", "H", "C", "C", "C", "C", "C", "C", "Te", "C", "C", "C", "H", "H", "H", "H", "H", "H", "H", "H", "H", "H", "H", "N", "C", "C", "C", "C", "C", "C", "H", "H", "H", "H", "H"],
  "xyz": [[-0.480, 0.074, 0.649], [1.142, -5.138, -2.321], [-0.026, -4.593, -1.588], [-0.754, -5.219, -0.721], [-1.659, -4.268, -0.318], [-1.493, -3.077, -0.882], [-2.400, -1.680, -0.641], [-0.468, -3.298, -1.741], [0.126, -2.362, -2.584], [1.229, -6.204, -2.120], [2.049, -4.630, -1.990], [1.035, -4.960, -3.391], [-2.287, -4.456, 0.443], [-0.614, -1.898, -3.094], [0.538, -1.634, -2.004], [-4.054, 3.466, -0.647], [-2.681, 3.680, 0.627], [-2.593, 4.888, 1.348], [-1.593, 5.069, 2.252], [-1.532, 6.707, 3.215], [-0.617, 4.070, 2.480], [0.471, 4.172, 3.380], [1.355, 3.147, 3.487], [1.174, 1.994, 2.701], [0.176, 1.862, 1.880], [-0.729, 2.877, 1.749], [-1.792, 2.653, 0.818], [-1.862, 1.491, 0.185], [-3.328, 5.664, 1.183], [0.590, 5.069, 3.973], [2.199, 3.194, 4.166], [1.851, 1.150, 2.772], [0.864, -2.103, 0.762], [0.821, -1.349, 2.369], [1.971, -1.307, 3.024], [1.790, -0.813, 4.326], [2.723, -0.025, 4.906], [3.940, 0.276, 4.258], [4.889, 1.070, 4.890], [4.675, 1.583, 6.165], [3.466, 1.297, 6.804], [2.502, 0.516, 6.194], [-0.280, -0.729, 2.866], [-1.529, -0.803, 2.223], [-2.430, 0.133, 2.780], [-2.147, 0.935, 3.898], [-3.045, 1.908, 4.331], [-4.251, 2.112, 3.680], [-4.561, 1.292, 2.598], [-3.685, 0.313, 2.168], [0.847, -0.797, 4.683], [4.105, -0.135, 3.270], [5.817, 1.298, 4.374], [5.430, 2.190, 6.653], [3.276, 1.689, 7.798], [1.559, 0.314, 6.694], [-1.206, 0.798, 4.407], [-2.786, 2.520, 5.188], [-4.943, 2.879, 4.010], [-5.498, 1.431, 2.066], [-3.945, -0.323, 1.335], [0.444, -0.363, -8.558], [0.083, -0.096, -7.117], [-1.045, -0.653, -6.546], [-1.422, -0.380, -5.227], [-2.651, -1.112, -4.710], [-0.650, 0.502, -4.453], [-1.368, 1.134, -2.521], [0.522, 1.054, -5.017], [1.429, 1.977, -4.237], [0.872, 0.736, -6.324], [0.025, -1.311, -8.900], [1.527, -0.392, -8.692], [0.055, 0.429, -9.205], [-1.667, -1.323, -7.138], [-2.475, -2.193, -4.725], [-3.510, -0.920, -5.359], [-2.915, -0.821, -3.698], [1.757, 1.507, -3.312], [0.909, 2.899, -3.970], [2.314, 2.234, -4.822], [1.783, 1.160, -6.741], [0.181, 0.344, -1.401], [1.162, 1.235, -0.912], [2.350, 0.669, -0.387], [3.316, 1.464, 0.220], [3.164, 2.839, 0.307], [2.036, 3.422, -0.257], [1.061, 2.643, -0.854], [2.507, -0.386, -0.504], [4.205, 0.992, 0.623], [3.921, 3.450, 0.786], [1.894, 4.497, -0.209], [0.200, 3.116, -1.299]],
  "forces_ev_per_a": [[1.161, -2.394, 0.621], [-0.037, 0.068, 0.026], [0.021, 0.260, -0.196], [-0.182, 0.183, 0.124], [-0.089, -0.505, 0.295], [-0.179, -0.021, 0.013], [-0.179, -0.023, -0.280], [0.345, -0.003, -0.260], [0.196, -0.400, -0.015], [-0.028, 0.030, 0.007], [-0.029, -0.018, -0.011], [0.008, -0.019, 0.021], [-0.016, 0.021, 0.035], [-0.215, 0.072, -0.169], [0.031, 0.270, 0.142], [-0.052, 0.007, 0.055], [-0.102, 0.198, 0.010], [-0.088, -0.122, -0.145], [0.022, 0.090, 0.133], [0.029, -0.030, 0.000], [0.029, 0.016, -0.030], [-0.155, 0.134, -0.040], [0.314, -0.129, 0.125], [0.449, -0.283, 0.408], [-0.830, 0.706, -0.285], [-0.086, 0.261, 0.060], [-0.174, -0.168, -0.036], [-0.427, 1.431, 0.156], [0.010, -0.048, -0.027], [-0.028, 0.007, -0.010], [-0.049, -0.070, -0.047], [0.025, 0.057, 0.012], [-0.117, -0.169, 0.168], [0.207, -0.226, 0.392], [-0.315, -0.043, 0.038], [0.118, -0.020, -0.048], [0.258, 0.017, 0.045], [0.039, 0.077, 0.080], [-0.146, -0.045, 0.015], [-0.045, 0.017, 0.021], [0.009, -0.034, -0.095], [0.056, 0.062, -0.061], [0.231, 0.439, -0.031], [-0.607, -0.075, 0.541], [-0.068, -0.184, 0.284], [-0.080, -0.012, 0.037], [0.065, -0.112, -0.029], [-0.003, -0.003, 0.019], [-0.007, -0.052, -0.091], [0.020, -0.095, 0.079], [-0.119, 0.057, -0.070], [0.008, 0.025, 0.064], [-0.030, -0.052, -0.002], [-0.056, -0.023, -0.026], [-0.007, -0.002, -0.045], [0.074, -0.020, 0.000], [0.086, 0.032, 0.027], [0.024, -0.014, -0.004], [0.048, -0.017, -0.019], [0.043, -0.056, 0.050], [-0.004, -0.010, -0.121], [0.015, 0.036, 0.121], [0.095, 0.001, 0.014], [-0.055, -0.003, -0.010], [-0.059, -0.061, 0.129], [0.122, 0.132, -0.167], [-0.061, 0.020, -0.060], [0.634, 0.054, -0.626], [0.066, -0.034, 0.003], [-0.118, -0.138, -0.123], [-0.080, 0.007, 0.018], [0.020, 0.045, 0.004], [-0.052, -0.019, 0.000], [0.005, -0.038, 0.006], [0.061, 0.033, 0.064], [-0.006, 0.057, 0.004], [0.037, -0.001, 0.028], [-0.001, -0.063, 0.042], [0.013, 0.022, 0.009], [-0.021, -0.013, 0.058], [-0.061, -0.010, -0.001], [-0.073, -0.024, 0.021], [-0.121, 0.708, -0.760], [0.646, 0.289, -0.582], [-0.189, 0.449, -0.149], [0.035, -0.102, 0.015], [0.020, -0.005, 0.004], [-0.094, -0.009, -0.028], [0.042, -0.123, -0.018], [0.011, -0.225, 0.123], [-0.040, -0.010, -0.010], [-0.048, -0.049, -0.003], [0.032, -0.041, -0.040], [-0.147, 0.074, 0.001]],
  "charge": -1,
  "e_above_lowest_kcal_mol": 0.00,
  "homo_ev": -3.54,
  "homo_lumo_gap_ev": 5.42,
  "e_lumo_ha": 0.0689
}

=====

Copy entry 1 word for word.
{
  "formula": "C2H6N2O",
  "method": "ωB97M-V with the def2-TZVPD basis set",
  "symbols": ["N", "C", "N", "C", "O", "H", "H", "H", "H", "H", "H"],
  "xyz": [[-0.391, -1.359, -0.114], [-0.323, 0.063, -0.174], [-1.506, 0.767, -0.011], [0.909, 0.480, 0.148], [2.107, -0.203, -0.039], [0.488, -1.857, -0.133], [-1.108, -1.756, 0.476], [-2.216, 0.301, 0.536], [-1.416, 1.761, 0.131], [0.844, 1.602, -0.066], [2.611, 0.201, -0.755]],
  "forces_ev_per_a": [[-1.696, 0.139, -1.279], [0.683, -3.932, 3.218], [0.084, -0.269, -0.913], [0.079, 4.698, -2.444], [-0.536, -0.166, 0.303], [-0.170, 0.375, 0.230], [0.198, -0.040, -0.160], [0.139, 0.247, -0.031], [-0.015, -0.196, 0.150], [1.434, -0.867, 0.828], [-0.199, 0.011, 0.097]],
  "charge": 0,
  "e_above_lowest_kcal_mol": 59.39,
  "homo_ev": -7.47,
  "homo_lumo_gap_ev": 8.31,
  "e_lumo_ha": 0.0308
}